Density functional theory data (ωB97M-V/def2-TZVPD) for a cluster of 13 separate species, C30H82F3N10O14 in total in a non-equilibrium geometry.

The frontier orbital gap comes out at 8.60 eV. For the total energy, the calculation gives -3093.07697 hartree. Its spin multiplicity is 1. The value obtained for the LUMO energy is 1.656 eV. Its total charge is -1.

Last column: Mulliken charge in e.
Geometry (Å):
C  -0.265  -0.289  -0.594  0.669
O  0.124  0.067  0.764  2.999
O  -0.064  -1.618  -0.674  0.715
C  -1.694  0.241  -0.782  -0.965
F  -2.174  0.012  -2.029  0.031
F  -2.607  -0.302  0.033  -0.043
F  -1.716  1.579  -0.583  -0.156
C  0.565  1.361  1.119  1.042
C  0.923  1.358  2.595  -1.313
H  1.663  0.589  2.817  -0.101
H  1.330  2.314  2.917  0.372
H  -0.005  1.208  3.150  0.161
H  -0.154  2.165  0.953  -0.697
H  1.492  1.593  0.581  -0.760
H  0.367  0.307  -1.279  -0.604
C  1.767  -5.524  -0.360  0.425
O  2.624  -6.310  0.050  -0.754
N  1.169  -5.659  -1.577  -0.364
N  1.454  -4.378  0.317  0.123
H  0.493  -4.987  -1.896  0.263
H  1.305  -6.554  -2.009  0.202
H  0.993  -3.637  -0.189  -0.200
H  1.732  -4.294  1.293  0.226
C  -1.728  -3.873  -3.007  0.114
O  -2.160  -4.710  -3.804  -0.747
N  -2.430  -3.522  -1.893  0.059
N  -0.523  -3.252  -3.098  0.167
H  -1.946  -2.981  -1.186  -0.389
H  -3.205  -4.125  -1.686  0.205
H  -0.366  -2.507  -2.420  -0.458
H  -0.023  -3.288  -3.969  0.167
C  -1.678  -2.452  2.877  0.000
O  -2.214  -3.227  3.675  -0.758
N  -0.993  -2.930  1.810  0.446
N  -1.687  -1.092  2.881  0.766
H  -0.651  -2.319  1.069  -0.642
H  -1.015  -3.919  1.632  0.182
H  -2.333  -0.591  3.484  0.000
H  -0.967  -0.675  2.304  -0.839
C  1.214  -3.726  4.303  0.383
O  0.798  -4.614  5.036  -0.709
N  2.073  -3.933  3.258  -0.424
N  0.982  -2.396  4.519  -0.388
H  2.500  -3.121  2.812  0.046
H  2.561  -4.810  3.186  0.200
H  0.260  -2.032  5.110  0.288
H  1.212  -1.819  3.721  0.064
C  4.987  2.905  3.992  0.681
O  5.308  3.625  3.049  -0.691
N  5.777  1.866  4.389  -0.422
N  3.833  3.037  4.711  -0.458
H  6.688  1.840  3.965  0.229
H  5.626  1.405  5.266  0.172
H  3.126  3.573  4.235  0.281
H  3.558  2.268  5.292  0.236
C  -7.184  -1.697  0.729  -1.601
C  -5.716  -2.028  0.737  0.827
C  -5.105  -1.936  -0.646  -0.498
O  -5.082  -1.132  1.661  -0.597
H  -7.386  -0.646  0.517  0.356
H  -7.670  -1.948  1.674  0.380
H  -7.728  -2.269  -0.027  0.384
H  -5.518  -3.031  1.133  0.194
H  -5.553  -2.677  -1.315  0.456
H  -4.033  -2.086  -0.726  -0.400
H  -5.334  -0.959  -1.081  0.302
H  -4.127  -1.178  1.537  0.135
C  3.923  -1.411  -4.130  -1.356
C  2.457  -1.047  -4.259  1.742
C  2.125  0.412  -3.853  -0.272
O  2.207  -1.203  -5.668  -0.652
H  4.486  -0.656  -4.678  0.349
H  4.155  -2.359  -4.615  0.440
H  4.121  -1.546  -3.067  0.158
H  1.783  -1.718  -3.714  -0.842
H  2.723  1.185  -4.324  0.424
H  2.310  0.392  -2.771  -0.199
H  1.043  0.544  -3.916  -0.045
H  1.318  -0.845  -5.803  0.285
C  3.967  3.052  -0.509  -0.676
C  3.586  4.453  -0.019  0.177
C  2.488  4.329  1.023  0.472
O  4.714  5.068  0.592  -0.619
H  4.700  3.112  -1.314  0.415
H  3.070  2.549  -0.882  -0.090
H  4.381  2.412  0.274  0.126
H  3.279  5.034  -0.888  0.412
H  1.623  3.836  0.568  -0.474
H  2.128  5.282  1.416  0.486
H  2.799  3.745  1.887  -0.582
H  5.165  4.446  1.186  0.409
C  4.651  -1.238  1.801  -2.122
C  3.407  -0.999  0.960  2.041
C  3.539  -1.465  -0.470  -1.415
O  2.297  -1.691  1.562  0.929
H  5.029  -2.254  1.672  0.374
H  4.354  -1.141  2.850  0.463
H  5.450  -0.520  1.623  0.433
H  3.137  0.064  0.996  -0.691
H  2.716  -1.133  -1.107  0.141
H  3.545  -2.555  -0.505  0.175
H  4.459  -1.067  -0.905  0.562
H  1.534  -1.589  0.962  -0.834
C  -2.395  0.997  -5.128  -1.625
C  -1.889  -0.425  -4.975  2.103
C  -3.010  -1.455  -5.103  -1.362
O  -0.938  -0.571  -6.068  -0.448
H  -3.028  1.125  -6.007  0.465
H  -1.612  1.753  -5.093  0.327
H  -3.051  1.283  -4.294  0.284
H  -1.302  -0.584  -4.076  -1.018
H  -2.730  -2.474  -4.850  0.340
H  -3.501  -1.493  -6.080  0.501
H  -3.816  -1.113  -4.446  0.274
H  -1.421  -0.823  -6.860  0.300
C  -3.254  2.363  2.571  -0.812
C  -3.087  2.130  4.063  0.757
C  -3.918  3.086  4.883  -1.550
O  -3.480  0.770  4.351  -0.669
H  -2.834  3.311  2.232  0.372
H  -4.269  2.304  2.170  0.469
H  -2.770  1.540  2.044  -0.230
H  -2.021  2.183  4.305  0.043
H  -4.968  2.828  4.719  0.361
H  -3.846  4.132  4.580  0.365
H  -3.752  3.008  5.959  0.371
H  -2.902  0.512  5.078  0.292
C  -1.023  3.707  -2.621  -0.522
C  -1.733  4.697  -1.691  0.485
C  -0.948  5.104  -0.463  -0.832
O  -2.052  5.892  -2.392  -0.625
H  -0.212  3.122  -2.176  -0.016
H  -0.454  4.211  -3.411  0.548
H  -1.683  3.015  -3.139  -0.210
H  -2.674  4.223  -1.409  0.128
H  -1.596  5.793  0.080  0.321
H  0.062  5.478  -0.636  0.347
H  -0.777  4.261  0.219  -0.028
H  -1.257  6.372  -2.637  0.378